Here is a molecular structure, C27H68F6N5O15S2V at a distorted geometry from OMol25. Energies are from ωB97M-V with the def2-TZVPD basis set.

```
! RIJCOSX wB97M-V def2-TZVPD def2/J DEFGRID3
* xyz 0 3
V 0.893 3.199 -1.416
C 2.068 7.094 -2.883
F 2.467 8.322 -2.750
F 0.773 7.003 -3.085
F 2.662 6.563 -3.956
S 2.511 6.000 -1.404
O 3.708 6.424 -0.735
O 1.311 6.033 -0.606
N 2.510 4.306 -1.999
S 4.026 4.030 -2.520
O 4.825 5.138 -2.973
O 4.658 3.123 -1.595
C 3.736 3.099 -4.149
F 4.898 2.719 -4.631
F 3.023 1.994 -3.893
F 3.048 3.856 -4.983
O -0.783 2.010 -0.954
C -0.439 0.651 -1.140
C 1.070 0.352 -1.025
O 1.989 1.387 -1.332
H -0.763 0.397 -2.161
H -1.048 -0.032 -0.538
H 1.240 -0.534 -1.650
H 1.352 -0.003 -0.025
C 3.667 -1.560 2.543
C 3.858 -2.761 1.603
C 2.546 -3.128 0.945
O 1.736 -3.685 1.979
C 0.319 -3.616 1.912
N 4.908 -2.350 0.642
H 4.522 -1.471 3.214
H 2.834 -1.751 3.227
H 3.442 -0.625 2.033
H 4.377 -3.571 2.114
H 2.656 -3.788 0.074
H 2.055 -2.268 0.466
H -0.055 -4.320 1.161
H 0.037 -2.600 1.617
H -0.021 -3.910 2.901
H 4.682 -1.496 0.118
H 4.912 -2.977 -0.161
C -2.966 -3.754 1.282
C -4.376 -3.804 0.731
C -4.581 -2.777 -0.377
O -5.950 -2.741 -0.693
C -6.380 -1.752 -1.577
N -4.582 -5.153 0.177
H -2.209 -3.557 0.521
H -2.798 -4.683 1.825
H -2.881 -2.916 1.974
H -5.151 -3.613 1.476
H -4.037 -2.976 -1.315
H -4.194 -1.787 -0.078
H -6.080 -2.030 -2.596
H -5.969 -0.772 -1.316
H -7.464 -1.654 -1.635
H -5.402 -5.091 -0.419
H -3.790 -5.428 -0.391
C 2.789 4.545 2.215
C 2.411 3.357 1.318
C 2.373 2.109 2.170
O 1.161 2.031 2.895
C 0.866 0.794 3.514
N 1.095 3.633 0.640
H 2.759 5.483 1.661
H 3.810 4.416 2.570
H 2.114 4.569 3.072
H 3.140 3.204 0.521
H 3.208 2.028 2.869
H 2.415 1.251 1.488
H 0.139 0.923 4.310
H 1.794 0.322 3.840
H 0.398 0.134 2.776
H 0.476 3.158 1.321
H 0.877 4.575 0.972
C -3.259 -3.195 7.348
C -3.953 -2.234 6.374
C -3.317 -2.302 4.987
O -2.094 -1.610 5.064
C -1.496 -1.353 3.809
N -5.406 -2.484 6.391
H -2.169 -3.206 7.316
H -3.589 -4.230 7.205
H -3.553 -2.972 8.378
H -3.731 -1.253 6.797
H -3.974 -1.704 4.337
H -3.230 -3.312 4.571
H -0.441 -1.136 3.977
H -1.981 -0.530 3.278
H -1.501 -2.303 3.277
H -5.594 -3.403 5.996
H -5.585 -2.627 7.382
C 1.072 -0.277 -4.925
C 0.354 0.591 -5.918
C -1.176 0.544 -5.675
O 0.841 1.925 -5.932
H 0.575 -1.205 -4.652
H 1.242 0.298 -4.013
H 2.076 -0.509 -5.288
H 0.501 0.174 -6.921
H -1.431 0.955 -4.697
H -1.623 -0.434 -5.834
H -1.692 1.151 -6.427
H 0.528 2.286 -6.768
C -4.551 2.215 -0.767
C -4.228 1.149 -1.807
O -3.218 1.645 -2.687
O -3.501 2.378 0.198
H -5.501 1.973 -0.286
H -4.644 3.220 -1.183
H -5.104 0.995 -2.438
H -3.907 0.218 -1.331
H -2.381 1.708 -2.204
H -2.670 2.150 -0.237
C 4.668 -0.583 -2.681
C 3.995 -1.929 -2.958
O 4.701 -3.034 -2.344
O 4.423 -0.055 -1.401
H 4.336 0.076 -3.489
H 5.742 -0.678 -2.863
H 3.992 -2.181 -4.022
H 2.966 -1.872 -2.604
H 5.609 -2.873 -2.627
H 3.655 0.538 -1.433
*
```

**LUMO level (alpha / beta)**: -2.411 / -1.399 eV
**HOMO energy (alpha / beta)**: -8.65 / -8.65 eV
**Orbital gap (alpha / beta)**: 6.243 / 7.255 eV
**Energy**: -4811.2868 Eh



Here is 11 unconnected molecules or ions with the total composition C27H70N2O11S at a distorted geometry from OMol25. Energies are from ωB97M-V with the def2-TZVPD basis set.

```
! RIJCOSX wB97M-V def2-TZVPD def2/J DEFGRID3
* xyz 0 1
C 0.979 2.439 -5.000
C -0.098 1.733 -4.039
O -1.047 0.859 -4.704
C -1.641 1.447 -5.880
C -2.297 2.899 -5.674
C -2.652 3.446 -7.168
N -2.960 3.886 -8.245
C -3.680 2.924 -4.847
S -4.986 1.750 -5.456
C -3.439 2.769 -3.246
N -3.346 2.780 -2.033
H 0.531 3.337 -5.585
H 1.887 2.846 -4.413
H 1.374 1.722 -5.827
H -0.616 2.518 -3.354
H 0.508 1.057 -3.312
H -0.917 1.536 -6.786
H -2.458 0.701 -6.239
H -1.610 3.692 -5.219
H -4.120 3.991 -4.986
H -4.814 0.533 -4.762
C -9.227 2.000 -6.488
C -9.371 3.206 -5.581
O -8.598 3.027 -4.401
H -9.552 1.092 -5.974
H -9.821 2.123 -7.398
H -8.180 1.850 -6.769
H -10.413 3.340 -5.285
H -9.035 4.118 -6.086
H -7.675 2.919 -4.671
C 1.839 2.091 0.254
C 0.696 1.167 -0.114
O 0.953 0.547 -1.368
H 1.974 2.860 -0.511
H 1.653 2.579 1.215
H 2.780 1.535 0.318
H -0.238 1.728 -0.198
H 0.564 0.387 0.643
H 1.777 0.045 -1.283
C 5.053 -1.206 2.480
C 4.002 -1.343 1.396
O 4.406 -0.632 0.231
H 5.212 -0.154 2.731
H 4.753 -1.743 3.382
H 6.015 -1.601 2.138
H 3.049 -0.928 1.734
H 3.847 -2.393 1.132
H 5.245 -1.010 -0.066
C 3.760 -6.811 1.212
C 3.840 -5.299 1.288
O 5.139 -4.861 0.909
H 4.506 -7.268 1.867
H 2.768 -7.164 1.505
H 3.971 -7.159 0.196
H 3.650 -4.957 2.307
H 3.104 -4.834 0.624
H 5.295 -5.161 0.002
C 5.831 -2.358 7.558
C 4.635 -1.925 6.733
O 4.747 -2.429 5.405
H 6.759 -1.996 7.107
H 5.761 -1.974 8.578
H 5.900 -3.449 7.596
H 4.583 -0.835 6.679
H 3.703 -2.294 7.171
H 4.784 -3.394 5.462
C 0.507 6.133 -8.227
C 1.208 4.820 -7.939
O 0.255 3.769 -7.830
H -0.207 6.369 -7.433
H 1.228 6.950 -8.308
H -0.062 6.071 -9.160
H 1.757 4.878 -6.996
H 1.916 4.571 -8.736
H -0.222 3.718 -8.672
C 2.774 2.706 4.860
C 2.296 1.304 5.180
O 2.701 0.934 6.491
H 3.863 2.767 4.936
H 2.473 3.001 3.852
H 2.363 3.427 5.574
H 2.725 0.585 4.478
H 1.205 1.238 5.117
H 2.310 1.569 7.108
C 0.888 -3.263 3.379
C 0.740 -2.056 4.284
O 1.483 -2.247 5.481
H 0.537 -4.167 3.885
H 0.317 -3.131 2.456
H 1.939 -3.428 3.123
H -0.308 -1.907 4.556
H 1.101 -1.148 3.788
H 2.411 -2.369 5.231
C -3.020 -4.394 5.336
C -2.755 -4.135 3.867
O -2.387 -5.347 3.216
H -2.132 -4.812 5.818
H -3.299 -3.472 5.850
H -3.824 -5.125 5.462
H -1.938 -3.423 3.745
H -3.643 -3.729 3.374
H -3.119 -5.969 3.321
C -3.206 0.649 2.091
C -3.686 -0.754 2.405
O -3.283 -1.129 3.716
H -2.117 0.708 2.169
H -3.505 0.949 1.084
H -3.616 1.368 2.808
H -3.258 -1.471 1.700
H -4.777 -0.817 2.340
H -3.673 -0.496 4.335
*
```

**LUMO level**: 0.417 eV
**HOMO energy**: -9.87 eV
**Orbital gap**: 10.291 eV
**SMILES**: CCOC[C@@H](C#N)[C@@H](S)C#N.CCO.CCO.CCO.CCO.CCO.CCO.CCO.CCO.CCO.CCO
**Energy**: -2405.8360 Eh



Here is a molecular structure, C27H71O26S8V at a distorted geometry from OMol25. Energies are from ωB97M-V with the def2-TZVPD basis set.

```
! RIJCOSX wB97M-V def2-TZVPD def2/J DEFGRID3
* xyz 0 3
O 0.103 -0.402 0.639
V -0.273 0.019 -0.831
C -2.610 1.845 -4.159
C -1.181 1.277 -4.048
C -0.247 2.275 -4.766
O -0.771 0.944 -2.767
H -2.749 2.607 -3.391
H -3.456 1.182 -3.978
H -2.835 2.291 -5.127
H -1.199 0.366 -4.646
H -0.211 3.192 -4.178
H -0.586 2.562 -5.761
H 0.758 1.869 -4.874
O 3.112 -4.031 1.513
S 2.232 -2.876 1.366
O 2.777 -1.552 1.120
O 0.907 -3.192 0.438
C 0.472 -4.534 0.128
C 0.105 -5.272 1.395
C 1.453 -2.795 3.043
H 1.275 -5.066 -0.383
H -0.408 -4.429 -0.506
H 0.865 -5.594 2.107
H -0.495 -6.154 1.169
H -0.544 -4.621 1.982
H 2.261 -2.525 3.723
H 0.936 -3.708 3.338
H 0.680 -2.040 2.897
O -1.879 4.006 -0.238
S -0.445 3.678 -0.080
O 0.018 2.297 -0.217
O 0.442 4.591 -1.151
C 0.024 5.946 -1.455
C 1.060 6.634 -2.378
C 0.149 4.266 1.500
H -0.040 6.535 -0.540
H -0.990 5.855 -1.844
H 0.722 7.636 -2.639
H 1.231 6.044 -3.279
H 2.032 6.827 -1.926
H 1.226 4.142 1.393
H -0.275 3.787 2.383
H -0.031 5.312 1.748
O 2.039 0.556 -0.762
S 2.903 1.751 -0.876
O 2.897 2.757 0.184
O 4.471 1.188 -1.111
C 5.535 2.137 -0.938
C 6.832 1.341 -0.780
C 2.593 2.594 -2.539
H 5.421 2.673 0.005
H 5.649 2.780 -1.810
H 6.652 0.449 -0.181
H 7.572 1.957 -0.270
H 7.276 1.110 -1.748
H 1.656 3.147 -2.609
H 2.622 1.889 -3.369
H 3.444 3.218 -2.814
O -1.822 -1.786 2.032
S -2.326 -2.629 3.170
O -1.364 -3.303 4.010
O -3.421 -1.856 4.176
C -3.705 -2.450 5.472
C -2.768 -1.929 6.520
C -3.404 -3.965 2.518
H -3.733 -3.531 5.334
H -4.722 -2.156 5.732
H -3.079 -2.211 7.526
H -2.676 -0.847 6.425
H -1.756 -2.328 6.467
H -2.816 -4.385 1.703
H -4.347 -3.470 2.284
H -3.691 -4.690 3.280
O 0.703 1.495 2.552
S 0.948 1.070 3.894
O 1.848 -0.024 4.168
O 1.463 2.344 4.803
C 1.794 2.174 6.145
C 3.340 2.044 6.368
C -0.715 0.800 4.647
H 1.443 1.247 6.596
H 1.393 3.022 6.699
H 3.566 1.926 7.427
H 3.768 2.994 6.047
H 3.820 1.252 5.794
H -1.196 1.746 4.893
H -0.450 0.157 5.487
H -1.314 0.327 3.869
O -3.098 -3.772 -1.251
S -2.232 -2.783 -1.844
O -1.575 -1.704 -1.097
O -1.085 -3.500 -2.804
C -1.484 -4.776 -3.337
C -0.380 -5.467 -4.142
C -3.172 -2.100 -3.331
H -2.328 -4.695 -4.022
H -1.887 -5.476 -2.606
H -0.761 -6.372 -4.614
H 0.479 -5.702 -3.513
H -0.041 -4.796 -4.930
H -2.575 -1.520 -4.035
H -4.079 -1.614 -2.972
H -3.602 -2.997 -3.777
O -2.362 0.536 -0.064
S -3.827 0.324 0.133
O -4.360 -1.012 -0.012
O -4.240 0.993 1.597
C -3.488 2.109 2.035
C -4.071 2.427 3.388
C -4.738 1.516 -0.964
H -3.738 2.830 1.257
H -2.407 1.995 1.961
H -3.461 3.119 3.968
H -4.193 1.575 4.058
H -5.050 2.894 3.280
H -4.621 1.098 -1.964
H -4.300 2.514 -0.932
H -5.812 1.405 -0.815
O 2.283 -3.355 -3.042
S 1.726 -1.985 -3.053
O 0.822 -1.492 -1.996
O 2.975 -0.892 -3.219
C 4.011 -1.101 -4.185
C 4.733 0.289 -4.366
C 0.901 -1.771 -4.671
H 3.605 -1.378 -5.158
H 4.646 -1.919 -3.844
H 5.409 0.147 -5.209
H 5.233 0.668 -3.474
H 4.138 1.138 -4.703
H 0.957 -0.721 -4.958
H -0.150 -1.989 -4.481
H 1.246 -2.470 -5.433
*
```

**LUMO level (alpha / beta)**: 0.387 / 0.387 eV
**HOMO energy (alpha / beta)**: -4.84 / -7.28 eV
**Orbital gap (alpha / beta)**: 5.227 / 7.665 eV
**Energy**: -7156.8056 Eh